Computed, not measured: a single C5H9N molecule, with ωB97M-V/def2-TZVPD.

Calculated values
Orbital gap (eV): 8.946
HOMO level (eV): -7.89
Multiplicity: 1
Energy above the lowest of the compared OMol25 structures with the same formula, charge and spin (kJ/mol): 151.6
SMILES string: C=C/C(N)=C/C

```
15
Properties=species:S:1:pos:R:3:forces:R:3:lowdin_charge:R:1
C -1.93701 1.29908 -0.89021 0.097 0.567 0.715 0.0144
C -0.60653 1.30495 -0.93260 -0.181 -1.411 -0.405 -0.1308
C 0.24581 0.27191 -0.27177 0.117 0.774 -0.648 -0.3717
N 1.58501 0.71060 -0.26047 0.052 -0.220 0.048 0.0835
C -0.17793 -0.86672 0.25853 0.211 -0.737 0.795 -0.1324
C 0.68764 -1.86550 0.99106 -0.274 0.302 0.492 -0.1094
H -2.47591 0.43034 -0.54060 -0.029 0.106 0.552 0.0510
H -2.49099 2.22962 -0.94702 -0.170 -0.214 -1.098 0.0567
H -0.06112 1.93677 -1.62756 -0.017 0.848 0.714 0.1008
H 2.15329 0.35180 0.49395 -0.062 -0.127 -0.068 0.0746
H 1.64465 1.71796 -0.29196 0.092 -0.043 -0.014 0.0746
H -1.22630 -1.12073 0.33388 -0.101 0.306 -0.553 0.0892
H 1.18425 -2.58010 0.33492 0.038 -0.018 -0.006 0.0726
H 0.04399 -2.40282 1.69000 0.045 -0.304 -0.196 0.0640
H 1.43116 -1.41716 1.65984 0.182 0.171 -0.328 0.0629
```
Forces are in eV/Å.


Computed, not measured: a single C5H9N molecule, with ωB97M-V/def2-TZVPD.

Calculated values
Orbital gap (eV): 9.429
HOMO level (eV): -8.41
Multiplicity: 1
Energy above the lowest of the compared OMol25 structures with the same formula, charge and spin (kJ/mol): 179.2
SMILES string: C=CC(=C)NC

```
15
Properties=species:S:1:pos:R:3:forces:R:3:lowdin_charge:R:1
C 1.56737 1.94876 -0.22085 -0.250 -0.835 0.069 0.0188
C 1.10399 1.07558 0.67839 -1.013 1.225 -0.187 -0.1445
C 0.01936 0.10295 0.42452 -0.789 -0.234 1.480 -0.3992
C -0.89923 -0.04556 1.41519 0.908 -0.023 -1.227 0.0559
N 0.03976 -0.59883 -0.78847 -1.478 -0.382 -0.607 -0.0610
C -0.82588 -1.80462 -0.93939 1.741 -0.124 -0.938 -0.1166
H 2.23307 2.75137 0.05146 0.059 0.082 -0.019 0.0491
H 1.23849 1.86488 -1.25852 0.394 0.048 0.166 0.0564
H 1.18700 1.25561 1.74743 0.722 0.012 -0.134 0.0955
H -1.73600 -0.71917 1.31082 -0.094 0.036 0.099 0.0441
H -0.81626 0.59767 2.28004 -0.037 -0.318 0.189 0.0531
H -0.26034 0.02287 -1.53360 0.571 0.230 -0.028 0.1115
H -0.33005 -2.57407 -0.34392 -0.697 -0.073 0.329 0.0827
H -0.60043 -2.11786 -1.97566 -0.393 0.017 0.333 0.0781
H -1.92086 -1.75959 -0.84745 0.355 0.339 0.475 0.0760
```
Forces are in eV/Å.


Computed, not measured: 2 unconnected molecules or ions with the total composition C5H9N, with ωB97M-V/def2-TZVPD.

Calculated values
Orbital gap (spin up / spin down) (eV): 8.479 / 8.480
HOMO level (spin up / spin down) (eV): -8.18 / -8.19
Multiplicity: 1
Energy above the lowest of the compared OMol25 structures with the same formula, charge and spin (kJ/mol): 558.2
SMILES string: CC#CC.C=N

```
15
Properties=species:S:1:pos:R:3:forces:R:3:lowdin_charge:R:1
C 0.64869 -1.60461 1.22198 -0.077 0.301 0.682 -0.1014
C 0.38165 -0.49968 0.29121 1.775 -0.829 -3.893 -0.1771
C 0.54788 -0.07338 -0.85827 -1.320 -1.526 2.319 -0.0896
C 0.30160 0.16573 -2.27016 0.235 0.613 -0.448 -0.1034
H -0.28973 -1.97866 1.63502 0.154 0.080 0.341 0.0748
H 1.33330 -1.27037 2.00410 -0.271 -0.149 0.296 0.0748
H 1.13420 -2.44411 0.72444 -0.030 0.149 -0.218 0.0774
H -0.59480 0.77191 -2.41467 0.048 0.050 0.070 0.0768
H 1.13686 0.69443 -2.73106 -0.054 0.005 -0.119 0.0707
H 0.14379 -0.76860 -2.81655 0.113 -0.013 0.179 0.0813
C -0.71376 1.45619 1.22628 1.248 4.523 1.067 -0.1963
N -1.77005 1.38751 0.49232 -0.116 -2.031 2.514 0.0322
H -0.76659 2.10917 2.10172 -1.332 0.763 0.465 0.0374
H 0.41781 1.64047 1.18015 -1.042 -2.498 -1.130 0.1001
H -1.91084 0.41398 0.21348 0.667 0.563 -2.125 0.0423
```
Forces are in eV/Å.


Computed, not measured: a single C5H9N molecule, with ωB97M-V/def2-TZVPD.

Calculated values
Orbital gap (eV): 5.275
HOMO level (eV): -6.86
Multiplicity: 1
Energy above the lowest of the compared OMol25 structures with the same formula, charge and spin (kJ/mol): 485.6

```
15
Properties=species:S:1:pos:R:3:forces:R:3:lowdin_charge:R:1
C -0.85277 1.38340 0.72704 -0.797 0.773 -1.530 -0.0655
N -0.37940 -0.82135 2.14705 0.453 -0.183 -0.313 -0.0256
C 0.10190 -0.86518 0.82533 -1.981 0.303 0.390 -0.3809
C -0.24506 0.28703 -0.02317 1.716 -0.602 1.368 -0.2402
C 0.19594 0.35705 -1.36741 0.464 0.520 -1.203 -0.1506
C 0.88387 -0.56391 -2.08691 0.807 0.913 0.810 0.0367
H -0.24509 1.69421 1.58098 -0.102 -0.374 0.219 0.0998
H -1.05732 2.23755 0.06879 0.214 -0.006 0.147 0.0818
H -1.83861 1.04793 1.08351 0.271 -0.199 0.540 0.1033
H -0.30328 -1.74574 0.28854 0.337 -0.138 -0.052 0.1578
H -0.22169 -1.75946 2.51126 -0.008 0.081 0.204 -0.0028
H 1.20103 -0.95563 0.83170 0.226 0.002 -0.376 0.1638
H 0.11095 1.31552 -1.88610 -1.034 -0.225 0.023 0.1082
H 1.09182 -0.37487 -3.12892 0.038 0.009 -0.047 0.0527
H 1.55774 -1.23655 -1.57170 -0.605 -0.872 -0.181 0.0616
```
Forces are in eV/Å.